123
Properties=species:S:1:pos:R:3:forces:R:3 method="wB97M-V/def2-TZVPD" gap_ev=9.3 charge=0 e_tot_ha=-19732.11903
C 6.33962 -0.56343 2.14521 -0.1 0.2 0.0
C 5.41186 0.20797 1.19205 0.0 0.1 0.2
B 4.04070 -0.51044 0.91607 0.1 0.1 0.1
O 4.03660 -1.88103 0.88192 0.1 0.2 0.0
N 2.73805 0.26290 0.65436 0.0 -0.8 0.1
C 1.98791 -0.25617 -0.54108 -0.2 0.3 0.5
C 2.91687 -0.68272 -1.70139 0.0 -0.3 -0.3
C 4.11377 0.09063 -2.31892 0.3 -0.7 -0.2
C 5.40797 -0.76053 -2.25998 0.1 0.5 0.2
I 4.54252 2.07673 -1.65553 -0.1 0.3 -0.3
C 0.66076 0.48690 -0.97029 -0.5 -0.3 -1.0
C 0.01710 -0.52385 -2.00525 0.2 -0.3 0.2
C -1.50573 -0.65472 -1.91162 -0.3 -0.4 -0.5
C -1.97534 -1.76930 -0.96542 -0.3 0.5 0.3
C -3.50793 -1.73586 -0.75283 0.2 0.3 -0.2
C -3.97576 -1.44224 0.68060 -0.4 -0.2 0.1
N -4.78742 -2.55944 1.20914 0.0 0.1 -0.1
O -0.21370 0.44107 0.13951 0.7 0.3 0.6
C -1.01892 1.54136 0.51265 -0.7 0.1 -0.2
C 0.80440 1.85712 -1.72981 0.3 0.1 0.1
Cl -0.60808 2.11724 -2.86148 0.0 0.1 -0.1
C 0.97542 3.24684 -1.05267 -0.5 0.1 0.1
C 1.82522 3.43071 0.19259 0.2 0.3 0.2
Cl 1.53355 4.39862 -2.34251 0.2 -0.2 -0.1
P 1.97281 0.18618 2.14338 -0.3 0.8 0.0
O 1.15676 1.31171 2.63442 0.2 -0.5 -0.3
O 1.26921 -1.25131 2.18002 0.3 0.3 -0.1
O 3.26455 -0.06315 3.08603 -0.2 0.2 -0.3
H 5.96971 -0.48805 3.17218 0.0 -0.1 -0.1
H 6.38344 -1.62325 1.88843 0.1 0.1 0.0
H 7.34882 -0.14291 2.13034 -0.1 -0.1 0.0
H 5.18803 1.20200 1.60680 0.1 -0.1 -0.2
H 5.92569 0.41861 0.24709 0.0 -0.1 0.1
H 3.16039 -2.27708 0.88126 -0.1 -0.1 0.0
H 1.55629 -1.21062 -0.20880 -0.1 0.1 -0.2
H 2.28346 -0.96062 -2.54687 0.0 0.2 0.2
H 3.33312 -1.64721 -1.39462 0.0 0.2 0.0
H 3.90490 0.22967 -3.38081 -0.1 0.3 0.2
H 5.51371 -1.36242 -3.16657 -0.2 -0.1 0.2
H 6.28540 -0.11414 -2.21448 -0.1 -0.1 -0.1
H 5.42973 -1.39597 -1.37181 0.0 0.0 -0.1
H 0.34807 -0.30349 -3.02389 -0.2 0.1 0.1
H 0.41836 -1.52554 -1.79708 -0.1 0.1 0.0
H -2.00469 0.28535 -1.67350 0.2 -0.1 0.2
H -1.87116 -0.91924 -2.91607 0.0 0.1 0.1
H -1.65805 -2.73695 -1.36549 0.1 0.0 0.2
H -1.50651 -1.58905 0.00907 0.2 -0.3 -0.2
H -3.96419 -2.67435 -1.06014 0.1 -0.1 0.0
H -3.92499 -0.96597 -1.41437 0.0 -0.2 0.0
H -4.63380 -0.56716 0.68961 0.2 0.0 0.0
H -3.12739 -1.20790 1.33412 0.0 0.0 -0.1
H -5.41463 -2.22949 1.93205 0.1 0.0 0.1
H -4.19691 -3.26692 1.62998 0.0 0.0 0.0
H -0.47404 2.36178 0.97351 0.1 -0.2 0.1
H -1.60367 1.92496 -0.33501 0.2 -0.1 0.1
H -1.74095 1.15445 1.23607 0.2 0.0 0.0
H 1.62591 1.72366 -2.43805 0.0 0.0 0.2
H -0.02483 3.63167 -0.84458 0.1 -0.1 0.0
H 1.22288 3.35845 1.09798 0.0 -0.2 -0.1
H 2.24152 4.44134 0.17722 -0.1 -0.2 0.0
H 2.64948 2.73731 0.28213 0.0 -0.2 0.0
H 0.47568 -1.20640 2.72736 -0.2 -0.2 0.1
H 3.64270 0.81008 3.28805 0.1 -0.1 0.3
C 7.26931 4.13672 0.22122 0.0 0.0 0.0
Cl 6.96313 3.67642 1.89848 0.1 0.1 -0.1
Cl 6.10244 5.34110 -0.32360 0.0 0.0 0.0
Cl 8.92213 4.71668 0.01908 0.0 0.0 0.0
H 7.14411 3.25297 -0.39288 0.0 0.0 0.0
C -4.26908 0.94739 4.13829 0.0 -0.1 -0.2
Cl -3.19840 -0.45602 4.11424 0.0 0.1 0.1
Cl -4.04358 1.93156 2.69273 0.0 0.1 0.0
Cl -5.94660 0.42708 4.27223 0.0 0.0 0.1
H -4.01964 1.55473 4.99831 0.0 0.0 0.0
C 0.75915 7.11738 1.53437 0.0 0.0 0.0
Cl 1.92090 6.35051 2.62068 0.0 0.0 0.0
Cl 1.33396 7.08358 -0.12944 0.0 0.1 0.0
Cl -0.82087 6.33861 1.66056 0.0 0.0 0.0
H 0.65039 8.14970 1.83885 0.0 0.0 0.0
C -3.00433 4.56907 -3.91612 0.0 0.0 0.0
Cl -2.86876 4.44578 -5.67039 0.0 0.0 0.0
Cl -2.03187 5.89768 -3.29686 0.0 0.0 0.0
Cl -4.69314 4.73429 -3.42550 0.0 0.0 0.0
H -2.62095 3.65329 -3.48659 0.0 0.0 0.0
C -8.76073 3.16810 2.87852 0.0 0.0 0.0
Cl -8.80341 1.56215 2.15238 0.0 0.1 0.0
Cl -8.52937 3.07150 4.62657 0.0 0.0 0.0
Cl -7.50815 4.16375 2.13577 0.0 0.0 0.0
H -9.71659 3.64111 2.69722 0.0 0.0 0.0
C 8.56498 -0.91341 -4.94972 0.0 0.0 0.0
Cl 8.68987 -1.17429 -3.20985 0.1 -0.1 0.0
Cl 7.21961 -1.82825 -5.63551 0.0 0.0 0.0
Cl 8.40591 0.80345 -5.31234 0.0 0.0 0.0
H 9.47581 -1.27455 -5.40815 0.0 0.0 0.0
C -6.08788 -4.33988 -1.79374 0.1 0.2 0.0
Cl -7.76377 -4.86958 -1.92097 0.0 0.0 0.0
Cl -5.01030 -5.69273 -1.43379 0.0 -0.1 0.1
Cl -5.55840 -3.53621 -3.27312 -0.1 0.0 0.0
H -6.00727 -3.63907 -0.96742 0.0 0.0 0.0
C -3.61592 -6.13524 -5.09856 0.0 0.0 -0.1
Cl -5.12544 -6.03657 -6.00488 0.0 0.0 0.0
Cl -2.70884 -7.58755 -5.53361 -0.1 0.0 0.0
Cl -2.64140 -4.68588 -5.34145 0.0 0.0 0.0
H -3.86536 -6.19637 -4.04903 0.0 0.0 0.1
C -0.05626 -6.94238 -2.19717 0.0 0.0 -0.1
Cl -1.75135 -6.52228 -1.95888 -0.1 0.1 0.1
Cl 0.31211 -7.05359 -3.91497 0.2 0.0 0.1
Cl 0.99885 -5.77624 -1.39551 0.0 0.0 0.0
H 0.11045 -7.91209 -1.74737 0.0 0.0 0.0
C -10.53544 -1.60548 -0.03565 0.0 0.0 0.0
Cl -9.34678 -1.58313 1.26821 0.0 -0.1 0.0
Cl -12.09356 -1.00170 0.52695 0.0 0.0 0.0
Cl -9.96086 -0.68001 -1.42045 0.0 0.0 0.0
H -10.66634 -2.63276 -0.34873 0.0 0.0 0.0
C -0.09337 -2.79616 5.65093 0.1 0.1 0.1
Cl 1.48176 -2.05471 5.40848 0.0 0.0 0.0
Cl -1.01823 -1.93729 6.88009 0.0 0.0 0.0
Cl -0.98789 -2.86543 4.12206 0.0 -0.1 -0.1
H 0.05157 -3.81254 5.99226 0.0 0.0 0.0
C 4.62999 2.49336 5.96559 0.0 -0.1 0.0
Cl 5.74111 1.58546 6.98622 0.0 0.0 0.0
Cl 5.18631 2.49245 4.28310 0.0 0.0 0.0
Cl 2.99721 1.85025 6.04834 -0.1 0.0 0.1
H 4.61484 3.51883 6.31033 0.0 0.0 0.0

=====

110
Properties=species:S:1:pos:R:3:forces:R:3 method="wB97M-V/def2-TZVPD" gap_ev=8.8 charge=0 smiles="C#CCCC[C@]1(CC(=O)Br)NC(=O)[C@](C)(CCCI)[C@@]1(CCCC)CCC(F)(F)F.COCCOC.COCCOC.COCCOC" e_tot_ha=-5160.20913
C -6.86185 2.97128 0.71052 3.0 -6.0 -1.5
C -6.22888 1.87869 0.29995 -3.1 4.7 3.6
C -5.51381 0.42424 0.26575 -0.7 0.4 -1.1
C -3.91939 0.48158 0.02990 0.0 0.1 -0.9
C -3.09369 1.40998 1.05946 -0.2 -0.5 -0.3
C -2.24882 0.57610 2.20278 -2.6 1.0 -0.9
C -3.36312 -0.45397 2.73793 -1.2 -0.4 0.4
C -3.16460 -1.05258 4.21381 1.6 -5.9 0.3
O -2.84978 -2.29281 4.38202 -1.6 6.5 -1.1
Br -3.44419 -0.05022 5.93151 0.0 -0.4 -1.6
N -2.19173 1.59437 3.30158 3.3 -0.4 2.1
C -0.93096 1.51479 4.05701 -0.5 -0.6 0.4
O -0.64153 1.75239 5.27484 -1.6 -0.5 -5.4
C 0.07420 0.95130 2.88195 1.9 0.7 3.4
C 1.20673 0.19605 3.79176 0.0 -1.7 -0.5
C 0.84251 2.28723 2.44453 0.7 1.3 -0.5
C -0.05950 3.54850 1.99336 0.5 1.4 0.5
C 0.69665 4.47985 0.86683 -0.6 -1.5 -0.4
I 0.92958 6.56615 1.52503 -0.1 -0.9 -0.4
C -0.75183 0.03669 1.77777 1.0 1.6 2.2
C -0.12727 0.51432 0.36965 -0.5 -0.6 -0.8
C -0.52558 -0.34828 -0.93393 1.8 0.3 -0.4
C 0.07367 0.46168 -2.23331 0.8 -1.2 -0.1
C 1.71351 0.34060 -2.30209 0.2 -0.2 -0.3
C -0.40805 -1.52799 2.14588 -0.7 0.1 -0.7
C -1.27704 -2.62001 1.33577 -0.5 -0.8 0.4
C -0.39973 -3.89015 0.78900 -1.8 -0.9 0.0
F 0.76105 -4.16459 1.58570 -2.7 0.8 -2.6
F -1.26386 -5.06563 0.94218 2.4 2.6 -0.5
F -0.13482 -3.81387 -0.63401 0.0 -0.3 3.9
H -7.49443 3.80640 1.21059 1.6 -1.9 -1.5
H -5.81166 -0.22248 1.19158 0.5 1.6 -1.5
H -5.96250 -0.15409 -0.64554 0.7 1.1 1.6
H -3.54812 -0.62356 -0.01357 -0.6 2.0 0.3
H -3.71690 0.90006 -1.04249 -0.6 -0.8 1.9
H -3.84593 2.07102 1.64458 1.2 -1.1 -1.0
H -2.44013 2.11858 0.43715 -0.8 -1.1 1.2
H -3.58277 -1.35979 2.04488 0.7 1.5 1.4
H -4.37168 0.13914 2.76746 1.9 -0.9 0.1
H -3.05962 1.85247 3.78894 0.6 -0.4 -0.3
H 1.92916 -0.36901 3.06632 -1.0 1.1 1.4
H 1.79070 0.89233 4.48943 -1.0 -0.8 -1.3
H 0.74693 -0.62159 4.48932 0.7 1.5 -1.3
H 1.44320 2.67923 3.36904 -1.2 -1.0 -1.6
H 1.66879 2.14377 1.62907 -1.6 -0.2 1.4
H -1.12615 3.30327 1.65269 1.7 0.2 0.4
H -0.17297 4.25292 2.91915 0.0 -1.5 -1.6
H 0.05697 4.50657 -0.08802 1.1 0.2 1.4
H 1.74059 4.07763 0.59952 -1.6 0.8 0.6
H 1.03070 0.39596 0.47639 -2.2 0.4 -0.1
H -0.38057 1.61986 0.08795 0.5 -1.9 1.0
H 0.11615 -1.32496 -0.89035 -1.5 1.5 -0.1
H -1.63774 -0.60801 -1.04075 1.7 0.6 0.1
H -0.18659 1.58128 -2.22183 0.0 -1.8 -0.1
H -0.29649 -0.09049 -3.19233 0.3 1.4 1.7
H 2.18280 0.01967 -1.30244 -0.8 0.5 -1.4
H 2.21714 1.33279 -2.61523 -0.9 -1.6 0.5
H 2.05508 -0.45768 -3.08368 -0.8 1.4 1.4
H 0.69280 -1.67075 1.84387 -1.7 0.2 0.8
H -0.60897 -1.76054 3.27156 0.7 0.7 -2.2
H -2.03329 -3.10903 2.08202 1.6 0.8 -1.3
H -1.95854 -2.17533 0.50168 1.7 -1.0 1.2
C 1.08509 -7.98880 -2.20473 0.2 0.1 0.0
O 1.92005 -7.27071 -1.30548 -0.4 -0.2 0.1
C 1.21349 -6.83184 -0.14445 0.6 -0.1 0.1
C 1.50140 -7.73252 1.05403 -0.6 0.0 -0.1
O 0.97039 -9.04348 0.85709 0.4 0.1 -0.2
C 1.96974 -9.97871 0.47412 -0.2 -0.1 0.1
H 1.72412 -8.49055 -2.93528 0.0 0.1 0.1
H 0.48508 -8.74486 -1.69070 0.0 0.1 0.0
H 0.42845 -7.29130 -2.73430 -0.1 -0.1 0.0
H 0.13795 -6.76987 -0.34136 0.1 -0.1 0.1
H 1.57055 -5.82274 0.08273 0.0 -0.1 0.0
H 1.00142 -7.31577 1.93412 0.0 0.0 0.0
H 2.57540 -7.77421 1.26619 0.0 0.0 -0.1
H 2.58493 -10.23965 1.34186 0.1 0.0 -0.1
H 2.60529 -9.59231 -0.32524 0.0 0.0 0.0
H 1.47199 -10.88214 0.11504 0.0 0.1 0.1
C -4.59057 7.78314 -1.25288 0.0 0.1 -0.2
O -3.56606 8.30767 -2.08810 0.1 -0.3 0.3
C -2.28436 8.27078 -1.46028 0.0 0.0 -0.6
C -1.44839 7.10107 -1.97316 0.0 0.0 0.6
O -2.01216 5.84854 -1.57908 -0.1 0.1 -0.3
C -2.73093 5.22365 -2.63455 0.1 -0.1 0.2
H -5.48002 7.62140 -1.86637 0.1 0.1 0.0
H -4.30214 6.82992 -0.80104 0.0 0.1 0.0
H -4.83298 8.50705 -0.46855 0.0 -0.1 0.1
H -2.38368 8.23553 -0.36979 0.0 -0.1 -0.1
H -1.77547 9.20522 -1.72001 0.0 -0.1 0.0
H -0.45250 7.15725 -1.52248 0.0 0.0 0.0
H -1.32786 7.14991 -3.06090 -0.1 0.0 0.1
H -2.02898 4.80279 -3.36246 -0.1 0.0 -0.1
H -3.40759 5.91909 -3.13490 0.0 0.0 0.0
H -3.32270 4.40973 -2.20945 0.1 0.1 0.1
C 6.29279 -2.55471 -2.26325 0.2 0.0 0.0
O 7.16787 -1.77730 -3.07127 -0.5 0.1 0.0
C 6.47370 -1.08281 -4.10705 0.5 0.2 0.2
C 6.26683 0.38673 -3.74833 -0.5 -0.3 -0.1
O 5.37615 0.52973 -2.64165 0.4 -0.1 0.1
C 6.06468 0.78633 -1.42470 -0.2 0.1 0.0
H 6.83836 -2.85982 -1.36726 0.0 0.0 -0.2
H 5.40883 -1.98885 -1.95595 0.0 0.0 -0.1
H 5.98701 -3.45232 -2.80969 -0.1 0.0 0.1
H 5.51944 -1.57099 -4.33382 0.0 0.1 0.1
H 7.10009 -1.13950 -5.00379 0.0 0.0 0.0
H 5.80063 0.89338 -4.59944 0.0 0.0 0.0
H 7.22318 0.88115 -3.54609 0.0 -0.1 0.0
H 6.42119 1.82176 -1.41204 0.1 0.0 0.1
H 6.90575 0.10533 -1.28038 0.0 0.0 0.0
H 5.36213 0.64916 -0.59964 0.0 0.0 -0.1

=====

15
Properties=species:S:1:pos:R:3:forces:R:3 method="wB97M-V/def2-TZVPD" gap_ev=8.6 charge=0 e_above_lowest_kj_mol=470.9 e_tot_ha=-378.96165
C -0.90384 1.03619 -0.98537 0.1 -0.2 0.0
C -0.29724 0.46112 0.27934 0.6 0.4 0.2
C -1.26378 0.16398 1.41505 -0.2 -0.1 0.1
O 0.87282 0.90821 0.66797 -0.7 -0.3 -0.1
O -2.46142 0.14186 1.29446 0.4 0.0 0.0
H -0.75467 -0.02938 2.37978 0.0 0.0 0.0
H -1.81646 0.50607 -1.25499 0.0 0.0 0.0
H -1.15287 2.08654 -0.82237 0.0 0.0 0.0
H -0.18559 0.97876 -1.80395 0.0 0.0 0.0
N 0.95792 -1.73663 -0.12278 -0.4 0.3 0.1
N 2.05879 -1.03488 0.07132 -0.2 0.8 0.3
H 2.42122 -0.57875 -0.77542 0.0 -0.3 0.0
H 0.83117 -1.94221 -1.12178 0.0 0.1 0.1
H -0.05373 -0.83369 0.03947 0.4 -0.4 -0.3
H 1.74769 -0.12719 0.73925 0.1 -0.5 -0.5